(1)
{"formula": "C4H16NSi2", "method": "ωB97M-V/def2-TZVPD", "symbols": ["H", "Si", "C", "H", "H", "H", "N", "H", "C", "H", "H", "H", "H", "H", "C", "H", "C", "Si", "H", "H", "H", "H", "H"], "positions_angstrom": [[1.533, -2.563, 2.381], [-1.573, -1.516, 0.828], [-1.286, 1.436, -0.750], [-1.519, 1.425, -1.846], [2.247, 1.839, -0.913], [-1.682, -2.859, 1.582], [0.346, -0.374, -0.995], [0.847, 2.039, -2.033], [0.172, 0.957, -0.419], [-1.717, 2.421, -0.403], [0.934, -0.345, 2.804], [-1.588, -0.511, 1.738], [-1.766, 0.576, -0.211], [-0.353, -0.596, -1.644], [1.174, 1.937, -0.994], [-2.481, -1.531, -0.234], [0.147, -1.436, 0.084], [1.277, -1.256, 1.684], [1.012, 2.921, -0.389], [2.360, -0.752, 0.987], [0.396, -2.337, -0.430], [0.357, 1.052, 0.687], [1.165, -0.529, -1.514]], "mulliken_charge": [-0.097, 0.376, -0.935, 0.344, 0.413, -0.099, -0.091, 0.393, 0.274, 0.366, -0.046, -0.070, 0.131, 0.418, -1.448, -0.099, -0.623, 0.430, 0.344, -0.120, 0.654, 0.080, 0.403], "homo_lumo_gap_ev": 11.636, "total_charge": 1, "total_energy_ha": -795.3848, "spin_multiplicity": 1}

---

(2)
{"formula": "C4H5N3", "method": "ωB97M-V/def2-TZVPD", "symbols": ["C", "N", "C", "H", "H", "H", "C", "H", "N", "N", "H", "C"], "positions_angstrom": [[2.360, 0.253, -0.065], [0.145, 0.088, -0.074], [-1.153, 0.402, 0.184], [-1.686, 1.237, -0.097], [3.273, 0.513, 0.236], [-3.266, -0.512, 0.111], [-2.355, -0.918, -0.150], [0.846, 2.043, 0.173], [0.746, -1.177, -0.260], [2.011, -1.046, -0.174], [-2.043, -1.852, 0.066], [1.123, 0.969, 0.049]], "mulliken_charge": [-0.544, 0.453, -0.120, 0.281, 0.431, 0.355, -0.764, 0.322, -0.340, -0.384, 0.372, -0.062], "smiles": "C=Cn1ccnn1", "homo_lumo_gap_ev": [8.267, 8.615], "total_energy_ha": -319.4648, "spin_multiplicity": 1}

---

(3)
{"formula": "C31H39BBrN8O2PrSb", "method": "ωB97M-V/def2-TZVPD", "symbols": ["H", "H", "C", "C", "H", "H", "C", "C", "N", "C", "H", "H", "C", "N", "H", "C", "C", "C", "H", "C", "H", "C", "C", "H", "N", "H", "H", "C", "H", "H", "H", "H", "C", "H", "H", "Br", "H", "H", "C", "B", "H", "C", "N", "H", "H", "H", "C", "C", "H", "C", "O", "C", "C", "C", "O", "N", "C", "H", "C", "H", "N", "H", "H", "C", "H", "C", "H", "C", "H", "Pr", "H", "H", "H", "N", "H", "C", "N", "H", "Sb", "H", "C", "C", "C", "H"], "positions_angstrom": [[-3.108, -0.552, -1.080], [3.793, -1.560, 3.476], [-4.592, -0.035, 2.491], [-5.665, 0.813, 2.223], [6.729, -1.543, 0.413], [6.546, -1.577, 2.969], [-2.828, -0.175, -2.067], [4.482, 0.698, -2.581], [4.653, -1.423, 0.461], [-6.430, -0.607, 0.505], [-7.082, -0.932, -0.326], [-1.223, -0.188, -4.835], [-1.943, -1.453, 2.031], [-1.684, 2.171, 1.543], [2.331, 0.670, 5.391], [4.362, -1.462, 2.537], [-5.366, -1.429, 0.700], [1.051, 1.338, 3.795], [-0.744, -1.704, -4.279], [-1.384, 2.575, -4.077], [1.904, -5.416, -1.703], [2.203, -4.406, -1.537], [5.879, -1.369, 0.983], [5.308, -1.821, -1.607], [-2.083, 0.876, 1.425], [-1.179, 3.568, -4.422], [0.392, 2.407, -2.858], [0.001, 3.072, 5.644], [-1.136, 2.568, -1.900], [1.733, -0.916, -4.359], [-3.540, -0.820, -4.038], [3.841, 2.626, -3.498], [-6.588, 0.565, 1.247], [2.067, 2.415, -1.325], [-5.794, 1.657, 2.914], [-0.467, -2.641, 2.085], [-4.566, -1.297, -2.768], [0.264, -3.466, -1.019], [-0.388, -0.688, -4.303], [4.374, -1.438, -1.040], [-1.085, 1.972, -4.914], [-3.509, -1.134, -3.022], [1.940, -2.242, -0.950], [1.146, 0.636, -4.655], [0.981, -0.561, -5.893], [-7.318, 1.299, 1.052], [-0.679, 2.117, -2.806], [0.950, -0.345, -4.799], [-3.854, 0.329, 3.194], [-3.166, -1.934, 1.821], [1.626, 0.321, 2.913], [3.724, 1.870, -2.706], [3.419, -3.717, -1.585], [0.042, 2.141, 3.357], [0.562, 1.652, 0.994], [2.956, 0.624, -0.959], [1.327, -3.427, -1.102], [2.113, -0.248, 3.546], [0.992, 2.180, 6.084], [-2.432, 2.448, -4.066], [3.217, -2.421, -1.294], [-5.235, -2.292, 0.110], [-0.522, 3.693, 6.419], [2.797, 1.743, -1.727], [-0.855, 0.180, 2.921], [-4.408, -1.117, 1.689], [1.239, 2.175, 7.127], [1.500, 1.318, 5.121], [-3.251, -3.073, 1.791], [1.159, -0.394, 0.573], [-3.314, 0.778, -2.181], [-2.076, 2.750, 0.861], [-1.450, 3.544, 4.098], [3.983, -0.016, -1.525], [-0.039, 3.461, 1.746], [-1.472, -0.059, 2.078], [3.667, -1.432, 1.390], [4.403, -4.071, -1.929], [-0.704, -0.015, -2.362], [-2.898, -2.037, -3.063], [-0.514, 2.975, 4.328], [-0.210, 2.385, 1.866], [5.731, -1.501, 2.327], [5.395, 0.340, -3.079]], "mulliken_spin": [0.000, 0.000, 0.000, 0.000, 0.000, 0.000, 0.000, -0.001, -0.001, 0.000, 0.000, 0.000, -0.003, 0.000, 0.000, 0.000, 0.000, 0.000, 0.000, 0.000, 0.000, 0.000, 0.000, 0.000, 0.002, 0.000, 0.000, 0.000, 0.000, 0.000, 0.000, 0.000, 0.000, 0.001, 0.000, 0.000, 0.000, 0.000, -0.001, 0.000, 0.000, 0.000, -0.008, 0.000, 0.000, 0.000, 0.000, 0.000, 0.000, -0.001, 0.003, 0.000, 0.000, 0.001, -0.004, 0.000, 0.001, 0.000, 0.000, 0.000, 0.002, 0.000, 0.000, 0.000, -0.005, 0.000, 0.000, 0.000, 0.000, 2.004, 0.000, 0.000, 0.000, -0.002, -0.001, 0.012, 0.002, 0.000, 0.000, 0.000, -0.001, 0.001, 0.000, 0.000], "homo_lumo_gap_ev": [8.385, 8.393], "total_charge": 1, "total_energy_ha": -5149.1699, "spin_multiplicity": 3}

---

(4)
{"formula": "C2H2NOPS2", "method": "ωB97M-V/def2-TZVPD", "symbols": ["C", "S", "H", "P", "N", "O", "C", "S", "H"], "positions_angstrom": [[0.381, 0.051, 0.597], [1.368, 1.485, -0.198], [0.323, 0.287, 1.618], [5.175, -0.015, -0.318], [3.632, 0.215, -0.966], [4.972, -0.154, 1.146], [2.491, 0.115, -0.411], [1.605, -1.265, 0.311], [-0.682, 0.067, 0.356]], "mulliken_charge": [-0.560, -0.087, 0.316, 0.313, -0.364, -0.439, 0.476, -0.047, 0.391], "homo_lumo_gap_ev": 9.163, "total_energy_ha": -1345.1187, "spin_multiplicity": 1}

---

Values of energy above the lowest of the compared OMol25 structures with the same formula, charge and spin, in order: 96.41; 649.45; 42.58; 18.89, all in kJ/mol.